[1]
The following is a DFT calculation (the ωB97M-V functional and the def2-TZVPD basis) of a cluster of 7 separate species, C16H40BF4N2O8S4 in total at a distorted geometry.

HOMO energy   -0.4521 hartree
Total charge   +1
Lowest unoccupied orbital energy   -0.132 Ha

Geometry as XYZ:
```
75
Properties=species:S:1:pos:R:3:forces:R:3
N -15.124884 16.216580 -10.495263 -0.10 0.70 0.18
H -14.434706 16.932029 -10.215181 0.06 -0.14 -0.09
H -15.368674 15.640196 -9.689765 0.06 -0.25 -0.24
H -14.749090 15.704090 -11.294205 0.00 -0.14 0.19
H -15.943102 16.756879 -10.808312 0.09 0.00 0.00
N -15.881445 20.725118 -8.893141 0.44 -0.52 -0.40
H -15.083181 20.545592 -9.513027 -0.27 0.44 -0.20
H -16.763681 20.869900 -9.427720 0.24 0.51 -0.17
H -15.571756 21.532944 -8.348730 -0.40 -0.09 0.25
H -15.944421 19.847561 -8.382596 -0.15 0.37 0.57
B -14.590349 19.144255 -11.183641 0.19 0.52 -1.47
F -15.990430 18.960992 -11.014406 0.09 -0.72 0.60
F -13.856394 18.997924 -9.996392 -0.55 -0.23 0.54
F -14.122675 18.125493 -12.046928 -0.20 0.21 -0.07
F -14.451327 20.445586 -11.673943 0.30 -0.40 0.08
C -16.561212 17.045935 -15.130037 0.78 0.00 -0.68
C -15.534869 18.178387 -15.414183 -1.14 -0.20 0.08
C -16.088705 19.029468 -16.555161 -0.36 -0.45 -0.38
S -17.902546 18.831106 -16.573544 0.45 -0.57 0.59
O -18.246389 18.136263 -17.785529 -0.05 0.01 0.29
O -18.575160 20.049840 -16.219558 -0.06 0.28 0.10
C -17.942955 17.684982 -15.156411 0.61 -0.11 0.45
H -16.270343 16.583436 -14.184478 -0.45 0.01 0.11
H -16.417330 16.279178 -15.895249 -0.33 -0.01 -0.04
H -14.592414 17.689305 -15.643179 0.28 0.50 0.06
H -15.496012 18.818663 -14.532940 0.49 -0.13 0.16
H -15.854144 18.614243 -17.534952 0.39 0.29 -0.01
H -15.856275 20.086118 -16.467738 0.04 0.02 -0.21
H -18.785170 17.000398 -15.197565 -0.05 0.08 -0.24
H -17.972165 18.265486 -14.231446 -0.52 0.34 -0.23
C -16.998566 22.015614 -13.973372 -0.13 -0.71 -0.65
C -16.526218 23.185740 -13.107831 -0.13 -0.08 0.30
C -17.703030 23.634313 -12.245764 -0.44 -0.52 -0.46
S -18.546270 22.104251 -11.761502 0.13 1.03 0.20
O -19.965549 22.334575 -11.859610 0.26 -0.52 -0.01
O -18.039620 21.666080 -10.453155 0.18 -0.34 -0.71
C -17.921447 21.119267 -13.167535 -1.37 -0.64 0.65
H -16.211034 21.406565 -14.423962 0.40 0.17 0.49
H -17.539813 22.317057 -14.873278 -0.19 0.49 0.29
H -16.165159 23.982957 -13.754651 0.16 0.11 0.25
H -15.767807 22.868778 -12.396734 0.47 -0.08 -0.24
H -18.456932 24.143547 -12.847051 0.00 0.18 0.16
H -17.468516 24.176282 -11.335260 0.15 0.09 -0.04
H -18.841258 20.844945 -13.689144 0.05 0.32 -0.23
H -17.577759 20.152226 -12.801015 0.70 0.30 0.26
C -11.524428 25.064019 -10.148699 0.10 -0.58 0.51
C -11.461033 23.862219 -11.104828 -0.53 -0.43 -1.11
C -12.874078 23.309088 -11.291539 -0.08 -0.58 0.45
S -13.662769 23.393421 -9.662864 0.63 2.10 -0.47
O -13.386125 22.215190 -8.849000 -0.29 0.19 -0.51
O -15.038374 23.831234 -9.834454 0.14 -0.58 0.34
C -12.583581 24.791125 -9.050286 0.48 -1.11 -0.72
H -11.736335 26.028921 -10.601328 0.03 -0.18 -0.44
H -10.542866 25.113652 -9.679832 -0.05 0.37 0.08
H -10.764902 23.078249 -10.807372 -0.03 0.14 0.47
H -11.152155 24.118456 -12.120475 0.31 0.35 0.20
H -12.995821 22.271751 -11.606052 0.38 -0.02 -0.05
H -13.407843 23.924633 -12.012651 -0.41 0.17 0.38
H -12.064990 24.336563 -8.209492 -0.38 0.31 0.41
H -13.149543 25.692328 -8.848356 -0.32 -0.28 0.40
C -10.734714 18.337175 -10.667411 -0.25 -0.62 0.81
C -9.487244 17.447018 -10.917824 0.22 0.67 -0.06
C -8.202129 18.310949 -10.844061 -0.31 0.23 0.47
S -8.726710 19.999587 -10.307449 -0.59 -0.42 -1.47
O -8.046786 21.022743 -11.074135 -0.10 -0.39 0.58
O -8.838186 20.078744 -8.875792 0.30 -0.13 0.06
C -10.402665 19.778127 -10.962270 0.61 0.04 -0.25
H -11.026837 18.213895 -9.621551 -0.02 0.25 0.00
H -11.580142 17.983283 -11.256413 0.03 0.12 -0.12
H -9.591745 16.999788 -11.904806 0.28 -0.11 0.02
H -9.402747 16.663976 -10.169085 -0.25 -0.13 -0.10
H -7.699167 18.374795 -11.804434 0.06 0.31 0.04
H -7.511630 17.945377 -10.087276 0.09 0.07 -0.04
H -10.313193 19.919866 -12.041243 -0.04 0.24 0.02
H -11.042110 20.535472 -10.514205 -0.11 -0.10 0.04
```
Forces are in eV/Å.

=====

[2]
The following is a DFT calculation (the ωB97M-V functional and the def2-TZVPD basis) of a cluster of 7 separate species, C16H40BF4NO7 in total at a distorted geometry.

HOMO energy   0.1971 hartree
Total charge   -4
Lowest unoccupied orbital energy   0.300 Ha

Geometry as XYZ:
```
69
Properties=species:S:1:pos:R:3:forces:R:3
N 0.608242 0.531256 0.345060 -1.63 -0.45 0.01
H 0.439262 -0.306255 0.883683 0.16 -0.21 0.71
H 1.596660 0.722384 0.263820 1.58 0.22 -1.08
H 0.071478 1.273996 0.769713 0.35 0.16 0.83
H 0.129072 0.402499 -0.534670 0.97 -0.04 -1.13
C -1.365271 2.452367 -1.897238 -0.05 -0.21 1.05
C 0.041361 3.083914 -1.923449 2.09 -2.77 -1.51
C 0.492428 4.012153 -0.732029 -0.83 -1.20 -0.84
O 0.957845 2.031981 -2.306431 -2.26 2.60 1.40
H -1.462117 1.649239 -1.166686 0.35 -0.13 0.19
H -1.566723 1.945042 -2.840708 0.10 0.39 -0.24
H -2.166608 3.130816 -1.604547 -0.50 0.55 -0.22
H -0.041538 3.756768 -2.776966 -0.04 1.08 -0.71
H 0.450000 3.461265 0.207551 0.33 0.11 0.16
H -0.200478 4.852150 -0.683107 -0.18 0.39 0.18
H 1.497435 4.363210 -0.966177 0.02 -0.18 0.20
C -2.433292 1.870352 4.097445 -0.43 0.20 0.20
C -2.103015 1.002462 2.886781 2.67 -0.63 -0.11
C -2.353514 1.766221 1.564201 0.23 0.18 -0.11
O -0.801693 0.431014 3.005436 -2.68 1.50 -0.52
H -1.608808 2.547690 4.319986 0.15 -0.14 0.18
H -2.704555 1.226272 4.933910 0.60 -0.10 0.34
H -3.337001 2.466055 3.968830 -0.41 0.44 -0.38
H -2.877663 0.235745 2.899846 -0.63 -0.78 -0.10
H -1.808402 2.701145 1.434264 0.60 0.08 0.34
H -3.380713 2.100033 1.417441 -0.61 -0.26 0.12
H -2.082284 1.153198 0.704697 -0.10 -0.19 0.14
C 3.261686 2.181302 1.708187 -0.46 1.11 0.19
C 4.239384 1.537164 0.743615 -1.04 -2.75 -2.84
C 5.141177 0.507407 1.382348 0.75 -1.38 1.13
O 3.623294 0.970112 -0.420308 0.76 1.72 2.91
H 3.632942 2.381712 2.713220 0.42 -0.24 0.41
H 2.280444 1.724864 1.838275 0.33 -0.54 -0.04
H 3.039431 3.177638 1.326060 -0.15 0.24 -0.29
H 5.023218 2.255276 0.502707 0.29 1.51 -0.47
H 4.714770 -0.460657 1.645279 -0.76 0.15 0.18
H 5.615129 0.921773 2.272161 0.10 0.23 0.82
H 6.007931 0.179004 0.808769 -0.01 0.46 -0.92
C 1.679901 -3.427901 -2.708013 -0.32 -0.50 -0.51
C 1.661618 -1.994548 -3.304038 2.18 2.76 3.02
C 0.205869 -1.528980 -3.442781 -0.01 -0.24 -0.32
O 2.468860 -1.045207 -2.586661 -1.92 -2.74 -1.41
H 0.944464 -4.039834 -3.230284 -0.46 -0.41 -0.65
H 1.370802 -3.573205 -1.672902 0.33 0.81 0.37
H 2.624374 -3.949433 -2.863187 0.36 0.24 0.14
H 2.119559 -2.024757 -4.292711 -0.08 -0.62 -1.20
H -0.230539 -2.123138 -4.245658 -0.51 -0.23 -0.52
H 0.136189 -0.471139 -3.696211 0.22 0.07 0.19
H -0.387944 -1.738137 -2.552976 0.11 0.14 0.34
B 1.704477 -2.268546 2.699568 2.20 -0.95 -1.14
F 2.017759 -0.980985 2.663885 0.32 2.76 0.14
F 0.571113 -2.535191 3.358243 -2.90 -0.77 0.46
F 1.770137 -2.716589 1.328797 -0.69 -0.70 0.73
F 2.694158 -2.934312 3.480980 1.07 -0.91 0.15
C -3.977831 -1.335172 -2.522448 0.72 1.15 1.72
C -4.035834 -0.835895 -1.060683 -0.50 -0.75 0.37
O -3.741956 -1.922751 -0.169629 1.41 -0.81 0.36
C -2.370521 -2.234116 0.062468 -0.51 1.40 0.36
O -1.462510 -1.466210 -0.178370 -1.57 -1.90 0.18
O -2.366365 -3.445309 0.670337 -0.85 1.39 -0.79
C -1.103469 -4.108648 0.866759 -0.10 0.51 -0.81
H -2.896480 -1.391250 -2.647489 -0.06 -0.07 -1.13
H -4.492521 -0.542300 -3.065160 0.40 -0.18 -0.71
H -4.448115 -2.308502 -2.662267 -0.08 0.12 0.19
H -5.049625 -0.510742 -0.826992 -0.26 -0.32 0.31
H -3.431081 0.029949 -0.791074 0.49 -0.13 -0.62
H -0.596681 -4.059051 -0.096979 0.52 0.01 0.26
H -1.409682 -5.140800 1.037095 0.29 0.04 0.40
H -0.537642 -3.615871 1.657406 0.12 -0.28 -0.04
```
Forces are in eV/Å.

=====

[3]
The following is a DFT calculation (the ωB97M-V functional and the def2-TZVPD basis) of a structure of composition C16H40Cl2F2N5O10S2Tl at a distorted geometry.

HOMO energy   -0.5297 hartree
Total charge   +2
Lowest unoccupied orbital energy   -0.459 Ha

Geometry as XYZ:
```
78
Properties=species:S:1:pos:R:3:forces:R:3
Tl -3.086499 -20.407130 -26.406931 0.08 0.31 0.24
N -4.499877 -20.291857 -23.931251 -0.28 -0.30 1.98
S -4.118870 -19.319720 -22.654878 0.89 3.22 -0.29
O -3.065419 -19.782322 -21.836105 0.21 -0.35 -0.01
O -5.230822 -18.701244 -22.006301 -0.38 -0.79 -0.47
F -3.504668 -18.139564 -23.505565 -0.34 -0.71 0.07
S -5.325423 -21.492565 -23.181215 0.18 -1.56 -1.51
O -6.694144 -21.134148 -23.114200 -1.10 0.50 -0.02
O -4.712877 -22.113875 -22.074911 0.39 0.24 0.62
F -5.221275 -22.549395 -24.313305 -0.05 0.21 -0.37
Cl -2.517982 -16.606148 -19.530137 0.21 -0.09 0.04
C -4.081604 -15.832003 -19.833372 -0.64 -0.20 0.46
C -5.240209 -16.631734 -19.218557 0.24 0.32 -1.04
Cl -5.463775 -16.327102 -17.498593 0.05 -0.12 0.06
H -4.210201 -15.764371 -20.910500 0.00 -0.02 -0.04
H -4.067679 -14.834326 -19.400826 0.13 0.02 -0.08
H -5.101744 -17.694742 -19.412013 0.04 -0.02 0.24
H -6.143840 -16.324167 -19.755801 -0.03 0.03 0.28
C -5.092836 -25.542538 -23.050892 0.22 0.21 -0.01
C -5.253006 -27.047060 -22.754963 -0.77 0.00 0.33
C -4.515340 -27.487070 -21.508511 1.53 -0.39 -0.48
O -6.637482 -27.310156 -22.609700 -0.24 0.02 -0.07
H -5.422036 -25.306900 -24.060599 -0.06 -0.09 -0.03
H -4.048149 -25.244907 -22.931927 -0.01 -0.04 -0.05
H -5.694970 -24.957343 -22.352722 0.06 -0.06 0.09
H -4.985635 -27.638638 -23.629181 0.34 0.09 -0.01
H -4.422806 -28.575105 -21.477030 -0.66 0.01 0.25
H -4.907469 -27.073797 -20.582324 -0.17 -0.02 0.02
H -3.453378 -27.209383 -21.587445 -0.28 0.37 0.07
H -6.913830 -27.074658 -21.712437 0.03 -0.08 -0.06
C -8.529650 -18.997085 -19.885467 -0.03 0.48 -0.91
C -8.096273 -20.415556 -20.249781 0.14 0.07 1.52
C -6.872079 -20.889444 -19.493235 0.54 -0.84 0.50
O -9.141767 -21.314356 -19.879449 0.04 0.12 -0.91
H -8.961910 -18.922116 -18.890658 0.10 -0.20 0.10
H -9.262366 -18.633722 -20.619179 -0.06 -0.05 0.22
H -7.690353 -18.303237 -19.962135 0.09 -0.14 0.08
H -7.885196 -20.501045 -21.324979 -0.07 0.12 -0.02
H -6.541899 -21.876936 -19.835779 -0.07 0.14 -0.21
H -7.086043 -21.051793 -18.432552 -0.29 0.27 -0.09
H -5.998203 -20.238852 -19.527273 -0.21 0.27 -0.39
H -9.986531 -20.850871 -19.988346 0.01 -0.18 0.07
O -11.780241 -22.667630 -22.782111 0.14 -0.07 0.12
C -10.989820 -21.759323 -22.936646 0.17 -0.27 0.04
N -9.640273 -22.038479 -22.852570 -0.63 0.11 0.39
C -11.440913 -20.365022 -23.223323 -0.29 0.56 0.02
H -9.417416 -22.964546 -22.514030 0.19 -0.01 -0.25
H -8.920790 -21.424750 -23.202168 0.06 -0.08 -0.02
H -10.993791 -19.617510 -22.564006 0.33 -0.17 -0.07
H -12.512802 -20.301279 -23.048507 -0.01 -0.18 -0.18
H -11.241093 -20.098730 -24.261959 0.05 0.00 0.01
O -5.613630 -19.140000 -26.692300 -0.31 0.15 0.99
C -6.507046 -18.581234 -26.016980 0.45 -0.81 -1.38
N -6.288573 -17.496300 -25.286164 -0.05 0.29 0.64
C -7.931153 -19.092519 -26.106484 -0.17 0.99 0.67
H -5.363824 -17.144425 -25.104632 0.17 -0.05 -0.28
H -7.036231 -17.060451 -24.777129 -0.09 -0.02 0.02
H -8.595207 -18.463079 -25.498689 0.12 -0.14 -0.07
H -7.988270 -20.101209 -25.712495 0.09 -0.23 -0.31
H -8.287775 -19.001198 -27.127986 0.14 -0.38 -0.14
O -2.156345 -21.845394 -24.294548 -1.49 0.80 -1.32
C -1.395208 -22.332256 -23.484898 0.90 -0.69 1.44
N -1.424879 -21.967093 -22.194952 0.03 -0.42 -0.22
C -0.392345 -23.373949 -23.894258 -0.02 0.11 -0.13
H -0.927436 -22.532362 -21.528103 0.05 0.05 0.10
H -2.191562 -21.384500 -21.877947 0.25 0.00 0.04
H -0.666899 -24.341446 -23.476076 0.05 0.01 0.14
H 0.590308 -23.070048 -23.536703 0.09 -0.17 -0.05
H -0.409774 -23.457893 -24.974660 0.18 -0.01 -0.07
O -1.122896 -19.031049 -24.582739 -0.27 -0.36 -0.43
C 0.001770 -18.811848 -24.135996 0.21 0.10 0.25
N 1.107693 -18.924473 -24.889761 -0.20 -0.06 0.11
C 0.166073 -18.439377 -22.679560 -0.92 0.26 0.01
H 1.014054 -19.227016 -25.843889 0.07 0.12 -0.09
H 2.008349 -18.639308 -24.552200 0.09 -0.04 0.05
H 0.916510 -17.678898 -22.483925 0.29 -0.22 -0.05
H 0.292199 -19.336523 -22.074381 0.42 -0.02 -0.09
H -0.798823 -18.039910 -22.358513 0.12 0.09 -0.05
```
Forces are in eV/Å.